# 1
This record from the Open Molecules 2025 dataset describes the molecule C6H9N3O2 at a distorted geometry. The level of theory is ωB97M-V/def2-TZVPD.

Geometry as ORCA input:
```
! wB97M-V def2-TZVPD RIJCOSX def2/J DEFGRID3
* xyz 0 1
N 1.279 1.801 -0.094
C 1.443 0.560 0.642
C 0.176 0.149 1.530
C -0.988 0.001 0.637
C -1.714 -1.110 0.370
N -2.728 -0.720 -0.456
C -2.520 0.571 -0.689
N -1.484 1.104 -0.123
C 1.927 -0.589 -0.264
O 1.852 -1.748 0.096
O 2.191 -0.284 -1.467
H 0.276 2.022 -0.480
H 1.599 2.616 0.319
H 2.181 0.679 1.450
H 0.118 0.788 2.373
H 0.491 -0.848 1.850
H -1.667 -2.105 0.737
H -3.444 -1.269 -0.826
H -3.035 1.057 -1.504
H 1.716 0.533 -1.584
*
```

Properties
F_max: 0.0859 Eh/bohr
Orbital gap: 9.60 eV
E_LUMO: 0.02669 Eh
DFT total energy: -14933.09289 eV
Energy above the lowest of the compared OMol25 structures with the same formula, charge and spin: 105.88 kJ/mol

# 2
This record from the Open Molecules 2025 dataset describes a cluster of 2 separate species, C36H35N6 in total at a distorted geometry. The level of theory is ωB97M-V/def2-TZVPD.

Geometry as ORCA input:
```
! wB97M-V def2-TZVPD RIJCOSX def2/J DEFGRID3
* xyz 1 1
N -0.476 -0.260 -2.242
N -1.510 -0.434 -1.778
N -2.705 -0.530 -1.445
C -2.931 -1.008 -0.084
C -4.468 -1.269 0.003
C -5.015 -2.244 0.850
C -6.391 -2.514 0.849
C -7.249 -1.809 -0.001
C -6.711 -0.849 -0.863
C -5.329 -0.600 -0.866
C -2.139 -2.300 0.121
C -1.994 -3.162 -0.963
C -1.181 -4.293 -0.838
C -0.605 -4.603 0.399
C -0.862 -3.801 1.510
C -1.649 -2.653 1.380
C -2.434 0.146 0.850
C -3.244 1.428 0.658
C -2.300 2.550 1.086
C -0.869 1.967 1.037
N -1.046 0.558 0.702
H -4.369 -2.814 1.517
H -6.803 -3.281 1.504
H -8.320 -2.009 -0.006
H -7.354 -0.291 -1.549
H -4.915 0.117 -1.575
H -2.540 -2.963 -1.894
H -1.001 -4.915 -1.713
H 0.031 -5.476 0.501
H -0.458 -4.050 2.488
H -1.884 -2.038 2.251
H -2.547 -0.212 1.890
H -3.501 1.504 -0.408
H -4.183 1.362 1.223
H -2.419 3.449 0.468
H -2.529 2.809 2.127
H -0.257 2.464 0.270
H -0.353 2.120 2.011
H -0.337 -0.071 1.084
C 5.516 0.316 4.312
N 4.838 0.452 3.032
C 4.450 1.649 2.485
C 3.723 1.419 1.291
C 2.962 2.307 0.478
C 2.937 2.271 -0.926
C 3.506 1.379 -1.885
N 2.894 1.560 -3.096
C 3.144 0.770 -4.288
C 1.934 2.579 -2.990
C 1.996 3.085 -1.677
C 1.076 4.023 -1.229
C 0.023 4.375 -2.085
C -0.070 3.824 -3.368
C 0.923 2.958 -3.862
C 3.710 -0.025 1.114
C 4.397 -0.600 2.217
C 4.465 -1.976 2.402
C 3.798 -2.801 1.476
C 3.097 -2.242 0.400
C 3.040 -0.851 0.228
H 5.604 -0.737 4.599
H 6.525 0.754 4.298
H 4.946 0.848 5.085
H 4.693 2.601 2.943
H 2.465 3.160 0.954
H 4.273 0.626 -1.734
H 2.415 1.017 -5.066
H 4.149 0.938 -4.697
H 3.064 -0.297 -4.047
H 1.220 4.485 -0.253
H -0.724 5.088 -1.735
H -0.940 4.052 -3.983
H 0.879 2.560 -4.872
H 5.001 -2.397 3.252
H 3.804 -3.885 1.613
H 2.595 -2.892 -0.321
H 2.516 -0.418 -0.619
*
```

Properties
F_max: 0.0529 Eh/bohr
Orbital gap: 5.84 eV
E_LUMO: -0.16882 Eh
DFT total energy: -46832.60111 eV